{
  "formula": "C4H8N2O",
  "method": "ωB97M-V/def2-TZVPD",
  "symbols": ["N", "C", "O", "C", "N", "C", "C", "H", "H", "H", "H", "H", "H", "H", "H"],
  "coordinates": [[0.2407, -0.2771, -2.3636], [-0.1868, 0.7880, -1.6047], [-0.5950, 1.7883, -2.1642], [-0.4081, 0.7778, -0.0890], [-0.3398, -0.5120, 0.5437], [-0.4306, -0.5260, 1.9890], [0.8601, -0.7822, 1.2994], [-0.1353, -0.2544, -3.2976], [0.8949, -1.0145, -2.1620], [0.2247, 1.5530, 0.3864], [-1.4353, 1.1514, 0.0002], [-0.5343, 0.4242, 2.5159], [-1.0129, -1.3436, 2.4063], [1.6034, 0.0150, 1.3433], [1.2544, -1.7877, 1.1968]],
  "nbo_charge": [-0.841, 0.666, -0.609, -0.318, -0.404, -0.255, -0.264, 0.403, 0.404, 0.194, 0.236, 0.192, 0.207, 0.188, 0.202],
  "homo_energy_ha": -0.3456,
  "fmax_ev_per_a": 0.7,
  "de_lowest_kj_mol": 207.16,
  "smiles": "NC(=O)CN1CC1",
  "multiplicity": 1,
  "energy_ev": -9304.24610,
  "gap_ev": 10.370,
  "charge": 0,
  "molar_mass_g_mol": 100.12
}

***

{
  "formula": "C4H8N2O",
  "method": "ωB97M-V/def2-TZVPD",
  "symbols": ["C", "C", "C", "N", "C", "N", "H", "H", "H", "H", "H", "H", "O", "H", "H"],
  "coordinates": [[2.0877, -0.1201, -1.8204], [0.8990, -0.2419, -0.9349], [-0.4087, 0.0573, -1.1549], [-1.1855, -0.4086, -0.1313], [-0.3761, -1.0142, 0.6845], [0.9081, -0.9072, 0.2746], [2.3692, 0.9154, -2.0190], [1.8764, -0.5222, -2.8118], [2.9748, -0.6182, -1.4286], [-0.7724, 0.4893, -2.0715], [-0.7021, -1.5671, 1.5497], [1.6741, -1.5308, 0.4719], [-1.8251, 1.9283, 2.4710], [-2.1970, 2.4226, 1.7284], [-1.7653, 1.0480, 2.0671]],
  "nbo_charge": [-0.647, 0.098, -0.106, -0.466, 0.150, -0.520, 0.231, 0.230, 0.217, 0.204, 0.200, 0.413, -0.941, 0.466, 0.473],
  "homo_energy_ha": -0.3236,
  "fmax_ev_per_a": 1.2,
  "de_lowest_kj_mol": 99.55,
  "smiles": "Cc1cnc[nH]1.O",
  "multiplicity": 1,
  "energy_ev": -9305.36140,
  "gap_ev": 9.566,
  "charge": 0,
  "molar_mass_g_mol": 100.12
}

***

{
  "formula": "C4H8N2O",
  "method": "ωB97M-V/def2-TZVPD",
  "symbols": ["C", "C", "C", "N", "C", "N", "H", "H", "H", "H", "H", "H", "O", "H", "H"],
  "coordinates": [[1.5618, -2.0769, 0.5467], [0.5273, -1.0036, 0.2120], [0.6069, -0.5658, -1.1529], [-0.5528, 0.1068, -1.3610], [-1.3868, -0.1640, -0.3266], [-0.7095, -0.7346, 0.6698], [2.2200, -1.6512, 1.3038], [1.1468, -3.0259, 0.8756], [2.1236, -2.2798, -0.3644], [1.4988, -0.5197, -1.7529], [-1.0482, 0.3926, -2.1893], [-2.3710, 0.1480, -0.0056], [-1.3937, 3.4845, 1.3023], [-1.3458, 4.3292, 1.7496], [-0.8774, 3.5604, 0.4929]],
  "nbo_charge": [-0.630, 0.116, -0.136, -0.514, 0.122, -0.458, 0.214, 0.224, 0.211, 0.214, 0.415, 0.222, -0.938, 0.469, 0.469],
  "homo_energy_ha": -0.3042,
  "fmax_ev_per_a": 4.6,
  "de_lowest_kj_mol": 196.31,
  "smiles": "Cc1c[nH]cn1.O",
  "multiplicity": 1,
  "energy_ev": -9304.35856,
  "gap_ev": 9.049,
  "charge": 0,
  "molar_mass_g_mol": 100.12
}

***

{
  "formula": "C4H8N2O",
  "method": "ωB97M-V/def2-TZVPD",
  "symbols": ["H", "N", "C", "N", "C", "C", "C", "O", "H", "H", "H", "H", "H", "H", "H"],
  "coordinates": [[-0.3226, 2.1262, -0.5804], [-0.8821, 1.2816, -0.4326], [-0.1137, 0.2694, -0.1787], [-0.6454, -0.9909, -0.0153], [-2.0752, -1.1818, 0.1261], [1.3886, 0.4030, -0.1125], [1.9810, 1.4788, 0.4108], [2.1394, -0.6640, -0.5628], [-0.1019, -1.5888, 0.6006], [-2.2959, -2.2515, 0.1917], [-2.4425, -0.7000, 1.0375], [-2.6147, -0.7812, -0.7379], [1.4173, 2.3110, 0.8161], [3.0633, 1.5323, 0.4635], [1.5042, -1.2441, -1.0262]],
  "nbo_charge": [0.348, -0.699, 0.366, -0.616, -0.411, 0.235, -0.470, -0.671, 0.386, 0.201, 0.195, 0.224, 0.214, 0.216, 0.484],
  "homo_energy_ha": -0.3332,
  "fmax_ev_per_a": 1.9,
  "de_lowest_kj_mol": 170.61,
  "smiles": "[H]/N=C(/NC)C(=C)O",
  "multiplicity": 1,
  "energy_ev": -9304.62491,
  "gap_ev": 9.816,
  "charge": 0,
  "molar_mass_g_mol": 100.12
}

***

{
  "formula": "C4H8N2O",
  "method": "ωB97M-V/def2-TZVPD",
  "symbols": ["H", "N", "C", "C", "C", "C", "N", "O", "H", "H", "H", "H", "H", "H", "H"],
  "coordinates": [[2.3903, 0.2662, -0.3919], [1.9228, 0.4521, 0.4985], [0.6461, 0.5344, 0.4040], [-0.2021, 0.7909, 1.6163], [-0.0910, 0.6246, -1.0494], [-0.9208, -0.6027, -1.1079], [-0.2616, -1.7213, -0.5969], [-2.1364, -0.6216, -1.2523], [-1.0564, 1.4264, 1.3732], [0.3949, 1.2824, 2.3885], [-0.5772, -0.1599, 2.0045], [0.6976, 0.5917, -1.8035], [-0.7147, 1.5189, -1.1124], [0.7420, -1.8365, -0.5187], [-0.8334, -2.5456, -0.4519]],
  "nbo_charge": [0.330, -0.646, 0.363, -0.694, -0.569, 0.666, -0.849, -0.594, 0.224, 0.243, 0.242, 0.228, 0.250, 0.401, 0.406],
  "homo_energy_ha": -0.3571,
  "fmax_ev_per_a": 2.7,
  "de_lowest_kj_mol": 106.03,
  "smiles": "[H]/N=C(/C)CC(N)=O",
  "multiplicity": 1,
  "energy_ev": -9305.29426,
  "gap_ev": 10.522,
  "charge": 0,
  "molar_mass_g_mol": 100.12
}

***

{
  "formula": "C4H8N2O",
  "method": "ωB97M-V/def2-TZVPD",
  "symbols": ["H", "N", "C", "N", "C", "C", "C", "O", "H", "H", "H", "H", "H", "H", "H"],
  "coordinates": [[-0.5839, -1.9656, -0.8777], [0.3535, -2.2399, -1.1673], [1.2101, -1.3308, -1.0843], [1.0958, -0.0486, -0.6466], [-0.0422, 0.4575, 0.0458], [0.1048, 0.4968, 1.5441], [-1.1188, 0.8345, -0.6452], [-2.2778, 1.3325, -0.1549], [2.2395, -1.5797, -1.3997], [1.9462, 0.4527, -0.4691], [0.0332, -0.5239, 1.9513], [-0.6544, 1.1181, 2.0111], [1.0824, 0.8918, 1.8184], [-1.1474, 0.7405, -1.7306], [-2.2411, 1.3639, 0.8049]],
  "nbo_charge": [0.332, -0.714, 0.290, -0.631, 0.021, -0.646, 0.152, -0.666, 0.157, 0.387, 0.229, 0.197, 0.219, 0.195, 0.476],
  "homo_energy_ha": -0.3195,
  "fmax_ev_per_a": 1.4,
  "de_lowest_kj_mol": 186.87,
  "smiles": "[H]/N=C\\N/C(C)=C/O",
  "multiplicity": 1,
  "energy_ev": -9304.45639,
  "gap_ev": 9.307,
  "charge": 0,
  "molar_mass_g_mol": 100.12
}

***

{
  "formula": "C4H8N2O",
  "method": "ωB97M-V/def2-TZVPD",
  "symbols": ["C", "C", "O", "C", "N", "C", "N", "H", "H", "H", "H", "H", "H", "H", "H"],
  "coordinates": [[1.9307, 0.1418, 0.3603], [0.8437, -0.3912, -0.5237], [0.0738, -1.5178, 0.0132], [-1.1005, -0.8886, -0.3083], [-2.2989, -1.1345, -0.0329], [-0.4686, 0.4354, -0.6667], [-1.0496, 1.3050, 0.3737], [1.4746, 0.5922, 1.2410], [2.4748, 0.9144, -0.1961], [2.6434, -0.6247, 0.6760], [1.2560, -0.7343, -1.4878], [-2.3698, -1.8984, 0.6311], [-0.6055, 0.8995, -1.6519], [-2.0478, 1.1817, 0.3271], [-0.7564, 1.7194, 1.2451]],
  "nbo_charge": [-0.635, 0.103, -0.503, 0.579, -0.711, -0.144, -0.893, 0.214, 0.224, 0.227, 0.188, 0.355, 0.207, 0.391, 0.399],
  "homo_energy_ha": -0.3276,
  "fmax_ev_per_a": 1.1,
  "de_lowest_kj_mol": 264.62,
  "multiplicity": 1,
  "energy_ev": -9303.65056,
  "gap_ev": 9.879,
  "charge": 0,
  "molar_mass_g_mol": 100.12
}

***

{
  "formula": "C4H8N2O",
  "method": "ωB97M-V/def2-TZVPD",
  "symbols": ["C", "N", "C", "C", "C", "O", "N", "H", "H", "H", "H", "H", "H", "H", "H"],
  "coordinates": [[1.4467, -0.8617, -2.1091], [0.2418, -0.7611, -1.7677], [-0.1845, -0.4902, -0.3412], [-1.2930, -1.3339, 0.1706], [0.4435, 0.5315, 0.1876], [-0.0374, 0.8707, 1.5544], [-0.1580, 2.2699, 1.7458], [2.3027, -0.6955, -1.4465], [1.6705, -1.1657, -3.1262], [-0.9088, -2.2787, 0.5545], [-1.8094, -0.8030, 0.9672], [-1.9844, -1.5535, -0.6405], [1.0880, 1.2737, -0.2519], [-1.1423, 2.4920, 1.8921], [0.3248, 2.5057, 2.6108]],
  "nbo_charge": [-0.056, -0.397, 0.088, -0.649, 0.071, -0.426, -0.534, 0.145, 0.173, 0.226, 0.235, 0.235, 0.208, 0.339, 0.341],
  "homo_energy_ha": -0.3247,
  "fmax_ev_per_a": 4.4,
  "de_lowest_kj_mol": 438.23,
  "smiles": "C=N/C(C)=C/ON",
  "multiplicity": 1,
  "energy_ev": -9301.85125,
  "gap_ev": 9.877,
  "charge": 0,
  "molar_mass_g_mol": 100.12
}

***

{
  "formula": "C4H8N2O",
  "method": "ωB97M-V/def2-TZVPD",
  "symbols": ["C", "C", "C", "C", "N", "N", "O", "H", "H", "H", "H", "H", "H", "H", "H"],
  "coordinates": [[-1.5243, 0.6555, -0.4115], [-0.5404, 0.9596, -1.4509], [0.7466, 0.3151, -0.7076], [0.8849, -0.8628, 1.4841], [0.3051, 0.3031, 0.7713], [-1.0527, 0.2904, 0.7581], [0.3143, -2.0477, 1.0122], [-2.4805, 0.8948, -0.5284], [-0.7409, 0.8572, -2.4963], [-0.3655, 2.0247, -1.2950], [0.9960, -0.6481, -1.0665], [1.5899, 0.8625, -0.8374], [1.9693, -0.7937, 1.2690], [0.5601, -0.8977, 2.5622], [-0.6619, -1.9130, 0.9365]],
  "nbo_charge": [-0.033, -0.484, -0.248, 0.082, -0.137, -0.338, -0.733, 0.171, 0.237, 0.212, 0.212, 0.195, 0.185, 0.190, 0.489],
  "homo_energy_ha": [-0.1937, -0.3680],
  "fmax_ev_per_a": 7.6,
  "de_lowest_kj_mol": 107.99,
  "s2": 2.007,
  "multiplicity": 3,
  "energy_ev": -9299.54401,
  "gap_ev": [6.288, 8.464],
  "charge": 0,
  "molar_mass_g_mol": 100.12
}